{"formula": "C4H31N2O13", "method": "the ωB97M-V functional and the def2-TZVPD basis", "symbols": ["C", "N", "C", "O", "O", "C", "C", "N", "H", "H", "H", "H", "H", "H", "H", "H", "H", "H", "H", "O", "H", "H", "O", "H", "H", "O", "H", "H", "O", "H", "H", "O", "H", "H", "O", "H", "H", "O", "H", "H", "O", "H", "H", "O", "H", "H", "O", "H", "H", "O"], "xyz": [[-1.171, -1.013, -1.941], [-0.202, -0.635, -0.918], [0.025, 0.747, -0.761], [-0.199, 1.499, -1.738], [0.614, 1.065, 0.301], [-0.678, -2.397, -2.592], [-0.185, -2.128, -4.013], [-1.828, -3.346, -2.581], [-2.160, -1.211, -1.460], [-1.201, -0.256, -2.734], [-0.235, -1.261, -0.131], [0.076, -2.850, -1.948], [0.772, -2.616, -4.226], [-0.802, -2.550, -4.797], [-0.056, -1.057, -4.184], [-1.542, -4.283, -2.838], [-2.505, -3.034, -3.266], [-1.980, 2.348, -2.042], [-1.907, 3.610, -1.233], [-2.552, 3.027, -1.654], [3.727, -0.602, 2.411], [2.362, -0.747, 3.054], [3.284, -1.114, 3.120], [2.411, -2.338, -1.335], [1.969, -1.130, -1.614], [2.637, -1.461, -0.978], [-2.818, 2.280, -0.140], [-2.814, 0.714, 0.087], [-3.137, 1.546, 0.450], [-1.674, -1.135, 1.997], [-1.169, -2.595, 2.313], [-1.302, -1.953, 1.622], [-0.126, 3.702, 1.762], [-0.815, 2.273, 1.452], [-0.579, 2.945, 2.115], [0.040, 3.544, -1.062], [-0.062, 4.960, -1.313], [0.099, 4.383, -0.551], [2.537, 0.251, 0.219], [3.068, 1.338, 1.177], [3.192, 0.422, 0.914], [1.667, 0.983, 3.045], [0.999, 0.362, 1.806], [0.990, 0.333, 2.799], [1.215, -3.487, 1.418], [2.494, -2.620, 1.609], [2.134, -3.400, 1.159], [-0.841, 0.822, 3.423], [-2.101, 0.958, 2.452], [-1.737, 0.506, 3.217]], "forces_ev_per_a": [[0.45, -2.05, 0.22], [-1.08, 0.84, -1.73], [1.29, -1.06, 0.23], [-0.60, 0.58, -0.07], [-0.25, 0.42, 0.11], [-2.00, 0.55, -0.02], [1.30, -0.11, -0.20], [0.36, 0.25, 0.31], [0.45, 0.24, -0.60], [-0.21, -0.11, 0.60], [0.17, 0.40, 0.65], [0.10, 0.21, -0.04], [0.19, 0.16, 0.23], [-0.69, 0.11, 0.05], [0.08, -0.14, -0.16], [0.07, 0.07, -0.11], [-0.11, -0.08, -0.05], [0.30, -0.22, 0.06], [-0.01, 0.19, 0.01], [0.00, 0.55, -0.24], [-0.40, -0.49, 0.34], [0.71, -0.44, 0.14], [-0.23, 0.27, -0.29], [1.02, -0.81, 1.29], [0.14, 1.55, 0.71], [-1.06, -0.70, -2.11], [-0.48, -1.11, 0.16], [0.03, 0.25, -0.24], [0.28, 0.19, 0.53], [0.42, -0.22, 0.65], [-0.13, 0.16, 0.52], [-0.11, 0.08, -1.00], [0.11, -0.07, -0.99], [0.81, 0.85, -0.16], [-0.77, -0.46, 1.19], [0.56, -0.60, 0.89], [0.19, 0.58, 0.50], [-0.55, -0.31, -1.49], [0.08, 0.07, 0.29], [-0.19, 0.06, -0.29], [0.70, 0.33, -0.16], [-0.44, -0.05, -0.07], [-0.49, 0.25, 0.30], [0.54, 0.03, 0.26], [-0.03, 0.29, 0.14], [-0.14, 0.02, 0.13], [0.19, -0.38, -0.17], [-0.20, 0.03, -0.76], [0.15, 0.64, 0.02], [-0.51, -0.81, 0.44]], "e_lumo_ev": 2.804, "charge": -1, "e_above_lowest_kcal_mol": 55.5, "homo_ev": -6.33, "spin_multiplicity": 1, "orbital_gap_ev": 9.1}

{"formula": "C36H40N2O6RhSSi", "method": "the ωB97M-V functional and the def2-TZVPD basis", "symbols": ["Rh", "C", "C", "N", "C", "C", "C", "S", "N", "C", "O", "C", "C", "C", "C", "C", "C", "H", "H", "H", "H", "H", "H", "H", "H", "H", "H", "H", "H", "H", "H", "H", "O", "C", "C", "O", "O", "C", "C", "C", "C", "C", "C", "C", "C", "C", "C", "C", "C", "H", "H", "H", "H", "H", "H", "H", "H", "H", "H", "H", "C", "Si", "C", "C", "H", "H", "H", "H", "H", "H", "H", "H", "H", "O", "C", "O", "C", "C", "C", "C", "C", "C", "H", "H", "H", "H", "H"], "xyz": [[-0.203, -0.036, 0.257], [-2.828, -5.200, 0.556], [-3.992, -4.205, 0.496], [-3.700, -2.946, 1.150], [-4.038, -2.764, 2.542], [-2.901, -3.172, 3.475], [-2.819, -2.121, 0.518], [-2.299, -0.705, 1.364], [-2.418, -2.515, -0.657], [-1.655, -1.818, -1.519], [-1.440, -0.574, -1.476], [-1.123, -2.652, -2.614], [-1.523, -3.981, -2.777], [-0.980, -4.756, -3.782], [-0.015, -4.231, -4.630], [0.383, -2.910, -4.479], [-0.176, -2.123, -3.492], [-3.004, -6.026, -0.131], [-2.695, -5.615, 1.553], [-1.915, -4.692, 0.257], [-4.890, -4.632, 0.955], [-4.196, -3.980, -0.556], [-4.933, -3.357, 2.750], [-4.273, -1.709, 2.708], [-2.655, -4.222, 3.350], [-3.173, -2.998, 4.512], [-2.018, -2.582, 3.247], [-2.257, -4.398, -2.107], [-1.303, -5.782, -3.899], [0.416, -4.846, -5.411], [1.144, -2.498, -5.128], [0.124, -1.098, -3.346], [1.485, -1.648, 1.280], [2.646, -1.982, 0.577], [2.334, -1.632, -1.017], [3.193, -1.927, -1.823], [1.221, -1.136, -1.174], [3.899, -1.285, 1.053], [4.948, -0.962, 0.192], [6.109, -0.387, 0.677], [6.241, -0.107, 2.026], [5.201, -0.411, 2.887], [4.050, -1.011, 2.411], [2.817, -3.474, 0.455], [4.026, -4.021, 0.032], [4.118, -5.374, -0.228], [3.021, -6.200, -0.053], [1.823, -5.665, 0.392], [1.718, -4.309, 0.633], [1.631, -1.076, 2.093], [4.852, -1.170, -0.863], [6.917, -0.164, -0.006], [7.154, 0.332, 2.404], [5.286, -0.200, 3.944], [3.278, -1.266, 3.119], [4.885, -3.385, -0.107], [5.050, -5.795, -0.576], [3.088, -7.253, -0.283], [0.963, -6.305, 0.537], [0.778, -3.879, 0.943], [-0.264, 3.602, -1.160], [0.766, 2.090, -0.493], [2.009, 1.739, -1.949], [1.844, 2.907, 0.913], [0.366, 4.488, -1.155], [-1.138, 3.812, -0.555], [-0.597, 3.430, -2.177], [2.298, 2.656, -2.457], [1.561, 1.070, -2.674], [2.908, 1.252, -1.581], [2.572, 3.599, 0.494], [2.384, 2.165, 1.492], [1.213, 3.456, 1.604], [1.398, -0.209, 3.482], [0.472, 0.613, 3.385], [-0.158, 0.907, 2.343], [0.061, 1.376, 4.627], [-0.898, 2.376, 4.539], [-1.258, 3.089, 5.668], [-0.673, 2.799, 6.891], [0.270, 1.787, 6.986], [0.635, 1.075, 5.856], [-1.351, 2.578, 3.580], [-1.995, 3.876, 5.592], [-0.948, 3.369, 7.770], [0.725, 1.553, 7.940], [1.362, 0.277, 5.903]], "forces_ev_per_a": [[-0.54, -0.07, -0.52], [-0.14, 0.08, 0.10], [-0.06, -0.46, -0.37], [0.45, 0.39, -0.49], [0.01, 0.14, 0.52], [-0.09, -0.03, -0.10], [-0.20, 0.84, 0.67], [0.19, 0.61, 0.28], [0.58, -0.47, -1.10], [-0.76, 0.26, 0.75], [0.87, -0.29, 0.09], [0.23, -0.14, -0.72], [0.02, 0.20, 0.09], [0.03, -0.18, -0.08], [-0.05, 0.11, 0.01], [0.10, -0.09, -0.22], [-0.24, 0.14, 0.30], [-0.03, -0.11, -0.07], [0.00, -0.02, 0.10], [0.07, -0.08, -0.01], [0.06, 0.12, -0.06], [-0.14, -0.15, 0.25], [0.03, 0.10, -0.08], [-0.10, -0.16, -0.01], [0.02, -0.17, 0.04], [-0.06, 0.02, 0.18], [0.10, 0.02, 0.07], [-0.06, 0.01, 0.06], [0.01, -0.03, 0.00], [0.03, 0.00, 0.02], [0.01, 0.03, 0.01], [0.09, 0.03, -0.03], [0.17, 0.16, 0.99], [-0.22, 0.26, -1.97], [1.80, -0.47, 2.82], [0.17, -0.16, -1.13], [-2.33, 1.97, -0.46], [-0.01, 0.06, 0.26], [-0.03, 0.11, -0.09], [0.05, 0.03, 0.11], [0.13, 0.06, 0.05], [0.11, 0.00, 0.12], [0.07, -0.11, -0.07], [0.07, -0.31, 0.41], [-0.16, -0.06, 0.13], [0.05, -0.12, 0.01], [-0.11, -0.16, -0.04], [-0.01, -0.17, -0.06], [0.03, 0.21, 0.06], [-0.07, -0.43, -0.34], [-0.04, -0.02, 0.02], [0.06, 0.05, -0.07], [0.06, 0.08, 0.04], [0.03, 0.02, 0.06], [-0.04, -0.02, -0.02], [0.04, 0.00, -0.03], [0.14, -0.02, -0.04], [0.05, -0.14, 0.03], [-0.06, -0.04, -0.02], [-0.05, 0.07, 0.08], [-0.11, -1.17, 0.42], [1.18, 0.83, -0.37], [-0.77, -0.25, 0.78], [-0.76, -0.78, -0.38], [0.29, 0.01, 0.09], [-0.22, 0.07, 0.17], [-0.08, -0.10, -0.22], [-0.09, 0.29, 0.09], [-0.08, -0.15, -0.16], [0.11, -0.13, 0.11], [0.00, 0.04, -0.31], [0.12, -0.22, 0.08], [-0.19, 0.10, 0.15], [-0.10, -0.03, 0.13], [0.54, -0.13, 0.54], [-0.11, 0.11, -1.58], [-0.10, -0.09, -0.13], [0.08, -0.08, -0.02], [-0.09, 0.12, 0.07], [0.01, 0.08, 0.10], [0.02, -0.01, 0.09], [0.03, -0.05, -0.13], [0.00, 0.02, -0.07], [-0.05, 0.04, 0.02], [-0.02, -0.01, 0.02], [-0.01, 0.01, 0.02], [0.06, -0.01, -0.02]], "e_lumo_ev": [1.682, 1.705], "charge": -1, "homo_ev": [-5.23, -5.22], "spin_multiplicity": 1, "orbital_gap_ev": [6.9, 6.9]}

{"formula": "C3H22NO9", "method": "the ωB97M-V functional and the def2-TZVPD basis", "symbols": ["O", "C", "O", "C", "C", "N", "H", "H", "H", "H", "H", "H", "H", "H", "H", "H", "O", "H", "H", "O", "H", "H", "O", "H", "H", "O", "H", "H", "O", "H", "H", "O", "H", "H", "O"], "xyz": [[-1.633, -1.725, -1.859], [-0.684, -2.270, -1.330], [-0.052, -3.343, -1.704], [-0.449, -1.818, 0.143], [0.614, -2.566, 0.884], [-0.318, -0.312, 0.048], [-0.234, -3.739, -2.575], [-1.395, -2.136, 0.549], [1.597, -2.541, 0.452], [0.644, -2.310, 1.964], [0.226, -3.622, 0.845], [0.577, -0.116, -0.425], [-0.269, 0.119, 0.976], [-1.126, 0.025, -0.486], [0.454, -0.846, 4.422], [0.024, 0.248, 3.469], [0.698, -0.442, 3.575], [-0.919, 1.977, 1.409], [0.558, 2.166, 1.986], [-0.290, 1.707, 2.093], [-2.119, 2.434, -0.225], [-3.176, 1.519, 0.324], [-2.216, 1.608, 0.273], [-3.339, 0.698, -2.796], [-2.648, 1.512, -3.739], [-2.841, 1.535, -2.785], [3.667, 0.602, 1.115], [3.756, -0.100, -0.384], [3.272, 0.410, 0.264], [2.565, 2.197, 0.529], [2.036, 3.781, 0.261], [1.876, 2.843, 0.333], [0.688, 1.521, -2.285], [-0.120, 0.422, -2.988], [0.576, 0.564, -2.335]], "forces_ev_per_a": [[0.96, -0.25, -0.88], [-2.31, 0.78, 1.00], [1.22, -0.74, -0.12], [0.84, -0.26, -1.36], [-0.75, -1.24, 1.13], [0.44, -2.00, 0.60], [-0.47, 0.62, 0.17], [-0.52, 0.70, 0.51], [0.39, 0.15, -0.22], [0.07, 0.17, -0.74], [0.75, 0.82, 0.06], [-0.55, 0.30, -0.16], [-0.16, 0.32, 0.29], [0.41, 0.40, 0.05], [0.30, -0.01, -0.21], [0.26, 0.11, -0.21], [-0.53, -0.10, 0.39], [0.11, 0.26, 0.29], [-0.38, 0.11, -0.36], [0.38, -0.37, 0.39], [0.03, -0.19, -0.22], [0.02, -0.13, 0.19], [-0.56, 0.59, -0.42], [-0.02, 0.22, 0.82], [0.24, 0.82, 0.28], [-0.14, -1.07, -1.10], [0.91, -0.83, -0.19], [0.79, 0.03, 0.53], [-1.67, 0.63, -0.10], [0.57, 0.85, -0.51], [1.07, -0.09, 0.24], [-1.85, -0.71, 0.02], [0.10, -0.04, -0.04], [-0.02, 0.01, 0.06], [0.09, 0.14, -0.18]], "e_lumo_ev": -2.613, "charge": 1, "e_above_lowest_kcal_mol": 49.0, "homo_ev": -13.98, "spin_multiplicity": 1, "orbital_gap_ev": 11.4}

{"formula": "C18H43Cl6MgO9P2", "method": "the ωB97M-V functional and the def2-TZVPD basis", "symbols": ["Mg", "O", "H", "Cl", "C", "C", "Cl", "H", "H", "H", "H", "Cl", "C", "C", "Cl", "H", "H", "H", "H", "Cl", "C", "C", "Cl", "H", "H", "H", "H", "C", "C", "O", "P", "O", "O", "C", "C", "O", "C", "C", "H", "H", "H", "H", "H", "H", "H", "H", "H", "H", "H", "H", "H", "H", "H", "C", "C", "O", "P", "O", "O", "C", "C", "O", "C", "C", "H", "H", "H", "H", "H", "H", "H", "H", "H", "H", "H", "H", "H", "H", "H"], "xyz": [[13.032, 11.991, 12.224], [14.213, 10.886, 11.370], [15.035, 10.358, 11.364], [19.060, 12.446, 14.451], [17.547, 13.075, 13.678], [17.422, 12.450, 12.330], [18.776, 12.941, 11.322], [17.626, 14.159, 13.597], [16.706, 12.772, 14.302], [16.501, 12.755, 11.835], [17.465, 11.366, 12.430], [13.254, 9.220, 6.785], [13.973, 9.691, 8.366], [15.517, 9.683, 8.291], [16.155, 8.062, 7.861], [13.539, 9.043, 9.127], [13.737, 10.710, 8.671], [15.984, 9.988, 9.227], [15.839, 10.342, 7.484], [12.006, 7.196, 10.505], [12.228, 7.994, 12.106], [13.437, 7.500, 12.906], [13.283, 5.806, 13.192], [11.287, 7.871, 12.642], [12.280, 9.058, 11.875], [13.605, 7.955, 13.883], [14.358, 7.785, 12.399], [12.205, 15.603, 9.306], [12.441, 14.288, 8.525], [11.445, 13.174, 8.467], [10.792, 12.603, 9.807], [11.755, 12.160, 10.867], [9.740, 13.710, 10.243], [8.739, 14.106, 9.326], [7.409, 13.411, 9.626], [9.767, 11.457, 9.274], [10.258, 10.163, 8.950], [9.107, 9.172, 9.046], [11.194, 16.005, 9.246], [12.347, 15.314, 10.347], [12.933, 16.360, 9.017], [12.616, 14.588, 7.492], [13.394, 13.839, 8.804], [8.550, 15.172, 9.449], [8.951, 14.001, 8.262], [7.092, 13.392, 10.669], [6.639, 13.882, 9.015], [7.411, 12.348, 9.387], [10.631, 10.258, 7.930], [11.144, 9.941, 9.546], [8.855, 9.005, 10.093], [8.237, 9.506, 8.480], [9.337, 8.127, 8.834], [15.185, 6.054, 19.675], [14.840, 7.518, 19.414], [15.881, 8.087, 18.721], [15.923, 9.443, 17.807], [15.736, 10.748, 18.533], [17.314, 9.264, 16.905], [18.554, 9.080, 17.573], [18.943, 7.614, 17.673], [14.727, 9.101, 16.765], [14.152, 9.939, 15.835], [15.207, 10.465, 14.853], [15.441, 5.583, 18.726], [16.060, 5.953, 20.317], [14.398, 5.453, 20.130], [13.941, 7.692, 18.824], [14.703, 8.051, 20.355], [19.358, 9.611, 17.063], [18.484, 9.396, 18.613], [19.917, 7.463, 18.139], [18.245, 7.044, 18.287], [18.973, 7.129, 16.697], [13.329, 9.462, 15.304], [13.660, 10.771, 16.338], [16.157, 10.768, 15.293], [15.484, 9.609, 14.238], [14.714, 11.246, 14.275]], "forces_ev_per_a": [[0.84, -1.08, -1.08], [0.50, -0.05, 0.51], [-0.92, 0.72, 0.32], [-0.63, 0.29, 0.10], [0.51, -0.11, 0.48], [-0.05, -0.34, -0.14], [0.23, 0.13, -0.63], [0.01, -0.10, 0.21], [0.12, 0.18, 0.12], [-0.03, -0.05, 0.00], [-0.14, 0.02, -0.13], [0.07, 0.44, 0.55], [0.95, 0.11, 0.18], [-0.66, -0.63, -0.49], [-0.04, 0.18, 0.26], [0.35, -0.20, -0.16], [-0.45, 0.12, -0.46], [-0.19, -0.01, -0.03], [-0.03, 0.05, 0.16], [0.28, 0.12, 0.50], [-0.41, 0.51, 0.25], [0.10, 1.10, -0.57], [0.23, -1.18, 0.14], [0.15, -0.39, 0.08], [0.45, 0.05, 0.00], [-0.83, 0.30, 0.01], [0.03, -0.59, -0.48], [-0.70, -1.71, 0.82], [0.78, 0.50, -1.29], [0.49, 0.59, 1.57], [-3.05, -0.15, -2.65], [-0.75, 0.89, 0.12], [2.19, -0.94, 0.80], [-2.67, 0.64, -0.31], [-0.07, -0.70, -0.15], [1.64, 2.36, 1.70], [0.45, -1.12, -1.41], [0.30, -0.32, 1.07], [0.08, -0.04, -0.36], [0.09, 0.61, 0.35], [0.00, -0.26, -0.08], [-0.52, -0.49, -0.20], [-0.12, -0.11, 0.38], [0.46, 0.09, 0.36], [0.71, -0.47, 0.16], [0.24, 0.71, 0.10], [-0.06, 0.03, 0.10], [0.25, 0.05, -0.41], [-0.05, -0.32, -0.17], [-0.23, -0.37, 0.35], [-0.44, 0.70, 0.25], [0.12, -0.06, 0.05], [0.51, 0.26, -0.93], [0.11, -0.10, -0.44], [-1.68, -0.43, 1.20], [2.80, 2.50, -2.59], [0.10, 0.09, 1.12], [0.53, -2.33, -1.55], [-2.85, 0.26, 0.89], [1.07, -1.06, 1.32], [-0.26, -0.66, -0.31], [1.05, -1.41, 1.03], [0.37, 2.10, -0.21], [-0.56, -1.17, 0.06], [-0.03, -0.06, -0.06], [0.03, 0.26, 0.03], [-0.23, 0.37, -0.01], [-0.32, -0.55, 0.08], [-0.03, 0.03, 0.15], [-0.45, 0.36, -0.13], [0.00, 0.67, -0.09], [0.12, 0.38, -0.06], [-0.18, 0.16, -0.04], [0.03, 0.08, -0.11], [0.23, -0.63, 0.05], [0.13, 0.29, 0.31], [-0.37, 0.48, 0.32], [-0.04, 0.20, -0.53], [0.37, 0.25, -0.38]], "e_lumo_ev": -5.723, "charge": 1, "e_above_lowest_kcal_mol": 63.5, "homo_ev": -12.44, "spin_multiplicity": 1, "orbital_gap_ev": 6.7}

Which formula does entry 3 have? C3H22NO9